C5H10NO | ωB97M-V/def2-TZVPD

Each line ends with the Mulliken charge.
Geometry (Å):
O  -1.501  1.655  2.166  -0.89
C  -0.294  1.315  1.705  -0.64
C  -0.305  0.161  0.692  0.21
C  -0.704  0.506  -0.741  -0.69
C  -0.231  -0.685  -1.568  -0.61
C  0.998  -1.223  -0.757  -0.51
N  1.064  -0.366  0.422  -0.51
H  0.254  2.148  1.173  0.15
H  0.465  0.985  2.473  0.17
H  -0.941  -0.663  1.035  0.24
H  -1.748  0.775  -0.850  0.34
H  -0.144  1.434  -0.941  0.31
H  -1.009  -1.450  -1.578  0.24
H  0.025  -0.362  -2.576  0.31
H  0.804  -2.264  -0.503  0.26
H  1.873  -1.090  -1.383  0.35
H  1.394  -0.878  1.230  0.29

Summary:
calculated total energy	-8884.0019	eV
largest force on an atom	0.0256	hartree/bohr
frontier orbital gap	6.11	eV
relative energy (zero: lowest compared OMol25 entry of this formula, charge and spin)	11.2	kJ/mol
charge	-1

***

CH2NO2S | ωB97M-V/def2-TZVPD

Each line ends with the Mulliken charge.
Geometry (Å):
O  -0.476  1.478  0.222  -0.57
C  -0.727  0.324  0.020  0.33
S  -2.549  -0.534  0.006  -0.66
N  0.328  -0.556  -0.291  -0.23
O  1.595  -0.062  0.152  -0.45
H  0.201  -1.537  0.109  0.26
H  1.628  0.888  -0.218  0.32

Summary:
calculated total energy	-17489.4165	eV
largest force on an atom	0.0715	hartree/bohr
frontier orbital gap	7.27	eV
relative energy (zero: lowest compared OMol25 entry of this formula, charge and spin)	153.8	kJ/mol
charge	-1